# 1
Below is the molecule C5H7NO in a non-equilibrium geometry, with properties calculated with wB97M-V/def2-TZVPD.

The geometry in XYZ format:
```
14
Properties=species:S:1:pos:R:3:lowdin_charge:R:1
C 0.4597 1.6908 0.1846 -0.09
C -0.4719 0.7096 -0.5210 -0.17
C -0.1170 -0.7353 -0.2427 -0.47
C 1.2402 -1.1201 -0.6290 -0.13
N 2.3255 -1.3820 -0.9314 0.18
C -0.7655 -1.5118 0.8219 -0.07
O -1.1062 -1.7060 -0.5413 0.01
H 0.4224 1.5564 1.2709 0.08
H 0.1723 2.7226 -0.0362 0.08
H 1.4962 1.5570 -0.1427 0.07
H -1.5079 0.8547 -0.1993 0.12
H -0.4454 0.8655 -1.6059 0.13
H -0.2326 -2.3347 1.2942 0.13
H -1.5254 -1.0219 1.4283 0.12
```

The structure (SMILES) is CC[C@@]1(C#N)CO1. The LUMO energy is 0.0300 hartree. The energy above the lowest of the compared OMol25 structures with the same formula, charge and spin comes out at 1.686 eV. As for the orbital gap: 11.959 eV.

# 2
Below is the molecule C5H7NO, with properties calculated with wB97M-V/def2-TZVPD.

The geometry in XYZ format:
```
14
Properties=species:S:1:pos:R:3:lowdin_charge:R:1
O -0.2164 -0.6077 -2.7791 0.00
C 0.3927 -0.8997 -1.5957 -0.14
C 0.5932 0.0495 -0.6972 -0.25
C -0.0117 1.1006 0.0937 -0.16
C -0.9404 0.4305 1.1235 -0.10
C 0.2839 -0.4242 1.5360 -0.15
N 1.1693 0.2762 0.5659 0.03
H -0.1118 0.3535 -2.8327 0.10
H 0.6785 -1.9414 -1.4951 0.12
H 0.0347 2.1699 -0.0966 0.13
H -1.8132 -0.1002 0.7315 0.10
H -1.2562 1.1096 1.9180 0.10
H 0.2440 -1.4978 1.3268 0.11
H 0.6298 -0.2615 2.5580 0.10
```

The structure (SMILES) is O/C=C1\[C@H]2CCN12. The LUMO energy is 0.0321 hartree. The energy above the lowest of the compared OMol25 structures with the same formula, charge and spin comes out at 3.816 eV. As for the orbital gap: 9.345 eV.

# 3
Below is the molecule C5H7NO in a non-equilibrium geometry, with properties calculated with wB97M-V/def2-TZVPD.

The geometry in XYZ format:
```
14
Properties=species:S:1:pos:R:3:lowdin_charge:R:1
C -1.8753 0.0612 0.0338 -0.01
C -0.4014 -0.1407 0.0242 -0.40
N 0.1997 -1.0772 1.0190 0.11
C 0.6764 0.2454 0.9497 -0.17
C 1.6671 0.4753 -0.5041 0.04
C 0.4456 0.0071 -1.2084 -0.38
O 0.2155 -0.3430 -2.3417 0.11
H -2.1354 1.0503 -0.3559 0.09
H -2.2707 -0.0561 1.0437 0.08
H -2.3243 -0.6922 -0.6200 0.09
H 0.9006 -1.6996 0.6322 0.11
H 0.5854 0.9345 1.8161 0.15
H 2.6157 -0.0294 -0.7115 0.11
H 1.7011 1.2645 0.2229 0.08
```

The structure (SMILES) is C[C@]12N[C@H]1CC2=O. The LUMO energy is 0.0334 hartree. The energy above the lowest of the compared OMol25 structures with the same formula, charge and spin comes out at 4.236 eV. As for the orbital gap: 10.402 eV.

# 4
Below is C5H7NO as an isolated structure in a non-equilibrium geometry, with properties calculated with wB97M-V/def2-TZVPD.

The geometry in XYZ format:
```
14
Properties=species:S:1:pos:R:3:lowdin_charge:R:1
C -1.8824 0.3039 -0.2210 -0.17
C -0.8161 -0.6637 0.2343 -0.09
C 1.0253 -0.1964 -0.1361 -0.28
C 2.2775 0.0138 0.6647 -0.09
O 2.1781 -1.0106 -0.3130 -0.02
C 0.6265 0.7531 -1.1388 -0.18
N -0.1652 1.4255 -1.6566 0.15
H -1.9072 1.3047 0.2287 0.08
H -2.5335 -0.4007 0.3733 0.09
H -2.2720 0.3142 -1.2485 0.08
H -0.8197 -0.7081 1.3198 0.09
H -1.0305 -1.6314 -0.2409 0.10
H 2.9975 0.8139 0.4311 0.12
H 2.3217 -0.3180 1.7029 0.11
```

The LUMO energy is 0.0308 hartree. The energy above the lowest of the compared OMol25 structures with the same formula, charge and spin comes out at 4.458 eV. As for the orbital gap: 10.943 eV.

# 5
Below is C5H7NO as an isolated structure in a non-equilibrium geometry, with properties calculated with wB97M-V/def2-TZVPD.

The geometry in XYZ format:
```
14
Properties=species:S:1:pos:R:3:lowdin_charge:R:1
C -1.4621 -0.1034 -0.1220 -0.27
C -0.3787 -0.8663 0.6207 -0.37
C 0.8327 -0.8872 -0.5287 -0.08
C 0.7775 0.7418 -0.5571 -0.17
C -0.5321 1.0907 0.1461 -0.11
H -0.3147 -1.9201 1.0612 0.16
H 0.2439 -1.4329 -1.5670 0.17
H 1.7457 -1.5649 -0.3137 0.10
H 1.7345 1.2824 -0.3119 0.11
H 0.8709 1.2471 -1.5956 0.12
H -0.8675 2.0166 0.2504 0.10
H 0.3580 0.3467 2.0804 0.16
N -0.3713 0.1835 1.3677 0.01
O -2.6368 -0.1341 -0.5305 0.08
```

The LUMO energy is 0.0334 hartree. The energy above the lowest of the compared OMol25 structures with the same formula, charge and spin comes out at 4.794 eV. As for the orbital gap: 9.938 eV.

# 6
Below is the molecule C5H7NO in a non-equilibrium geometry, with properties calculated with wB97M-V/def2-TZVPD.

The geometry in XYZ format:
```
14
Properties=species:S:1:pos:R:3:lowdin_charge:R:1
O -1.4444 -0.3046 -1.5630 0.02
C -0.2223 0.1084 -1.8898 -0.07
C 0.8824 0.0055 -0.9706 -0.29
C 0.8872 0.7173 0.3424 -0.19
C -0.4186 0.5796 1.1109 -0.11
C -0.1865 -0.9408 0.9886 -0.15
N 1.1136 -0.7433 0.2716 0.02
H -1.5592 0.0462 -2.4894 0.09
H 1.8067 0.1211 -1.5315 0.12
H 1.6867 1.4205 0.5594 0.14
H -1.3192 0.9908 0.6478 0.10
H -0.3332 0.9477 2.1358 0.11
H -0.9288 -1.5269 0.4441 0.10
H 0.0356 -1.4213 1.9436 0.11
```

The LUMO energy is 0.0262 hartree. The energy above the lowest of the compared OMol25 structures with the same formula, charge and spin comes out at 5.659 eV. As for the orbital gap: 9.105 eV.

Short version: E_HOMO = -11.14; -8.47; -9.49; -10.10; -9.03; -8.39 eV, in the order given.
Short version: M = 97.117; 97.117; 97.117; 97.117; 97.117; 97.117 g/mol, in the order given.